Entry 1:
DFT (ωB97M-V/def2-TZVPD) results for 2 unconnected molecules or ions with the total composition C3H7N.

For the maximum force, the calculation gives 0.0835 Eh/bohr. The total energy comes out at -173.0955 hartree. As for the SMILES: C=C.C=N. The gap between HOMO and LUMO comes out at 9.9 eV. The value obtained for the LUMO energy is 0.92 eV. The molar mass is 57.1 g mol⁻¹. The energy relative to the best compared isomer or geometry (same formula, charge and spin) comes out at 384.9 kJ/mol.

Geometry as ORCA input:
```
! wB97M-V def2-TZVPD RIJCOSX def2/J DEFGRID3
* xyz 0 1
N -1.571 1.020 4.910
C 1.997 -0.748 -4.454
C 0.985 0.116 -4.891
C -2.086 0.360 5.861
H 1.225 0.834 -5.668
H 1.890 -1.785 -4.083
H -1.587 -0.365 6.677
H -3.192 0.473 6.124
H -0.952 0.677 4.152
H 3.148 -0.752 -4.491
H 0.142 0.170 -4.136
*
```

These are the Löwdin partial charges, in e, on atoms 1 to 5: -0.01 -0.10 -0.08 -0.20 0.03

Entry 2:
DFT (ωB97M-V/def2-TZVPD) results for a gas-phase ion, C3H7N2 (charge +1).

For the maximum force, the calculation gives 0.0984 Eh/bohr. The total energy comes out at -227.6958 hartree. As for the SMILES: C=[NH+]C(=C)N. The gap between HOMO and LUMO comes out at 8.9 eV. The value obtained for the LUMO energy is -5.73 eV. The molar mass is 71.1 g mol⁻¹. The energy relative to the best compared isomer or geometry (same formula, charge and spin) comes out at 153.8 kJ/mol.

Geometry as ORCA input:
```
! wB97M-V def2-TZVPD RIJCOSX def2/J DEFGRID3
* xyz 1 1
N -1.503 0.945 0.012
N 0.767 0.646 -0.074
C -0.467 0.017 -0.096
C -0.592 -1.286 -0.092
C 1.903 0.129 0.051
H -2.081 0.730 0.734
H 1.899 -1.026 -0.006
H -2.120 1.352 -0.667
H -1.515 -1.856 -0.087
H 2.758 0.659 0.179
H 0.680 1.639 -0.024
H 0.269 -1.949 0.070
*
```

These are the Löwdin partial charges, in e, on atoms 1 to 5: 0.13 0.11 -0.39 0.15 0.22

Entry 3:
DFT (ωB97M-V/def2-TZVPD) results for a molecular structure, C3H7N2.

For the maximum force, the calculation gives 0.0550 Eh/bohr. The total energy comes out at -227.6604 hartree. The gap between HOMO and LUMO comes out at 10.6 eV. The value obtained for the LUMO energy is -4.33 eV. The molar mass is 71.1 g mol⁻¹. The energy relative to the best compared isomer or geometry (same formula, charge and spin) comes out at 246.7 kJ/mol.

Geometry as ORCA input:
```
! wB97M-V def2-TZVPD RIJCOSX def2/J DEFGRID3
* xyz 1 1
N -1.438 -0.324 0.289
N 1.907 -0.078 0.267
C 1.011 -0.918 -0.065
C -0.201 0.050 -0.420
C 1.028 1.108 0.111
H 1.044 -1.966 -0.050
H 1.388 1.491 -0.883
H -0.521 0.255 -1.521
H -1.213 -0.746 1.209
H -2.092 0.495 0.268
H -1.992 -1.047 -0.247
H 1.078 1.681 1.042
*
```

These are the Löwdin partial charges, in e, on atoms 1 to 5: 0.18 0.07 -0.11 -0.18 -0.06

Entry 4:
DFT (ωB97M-V/def2-TZVPD) results for a gas-phase ion, C3H7N2 (charge +1).

For the maximum force, the calculation gives 0.1276 Eh/bohr. The total energy comes out at -227.6680 hartree. As for the SMILES: N=C1C[NH2+]C1. The gap between HOMO and LUMO comes out at 10.4 eV. The value obtained for the LUMO energy is -3.80 eV. The molar mass is 71.1 g mol⁻¹. The energy relative to the best compared isomer or geometry (same formula, charge and spin) comes out at 226.8 kJ/mol.

Geometry as ORCA input:
```
! wB97M-V def2-TZVPD RIJCOSX def2/J DEFGRID3
* xyz 1 1
N -1.207 -0.012 -0.020
N 2.151 -0.159 -0.028
C 0.986 0.057 -0.055
C -0.199 1.056 -0.016
C -0.213 -1.124 0.092
H 2.866 0.513 0.279
H -0.444 1.785 -0.883
H -1.492 -0.070 -1.006
H -0.084 -1.730 1.004
H -0.076 1.645 0.857
H -1.958 -0.182 0.543
H -0.330 -1.777 -0.766
*
```

These are the Löwdin partial charges, in e, on atoms 1 to 5: 0.08 0.21 -0.29 -0.03 0.01

Entry 5:
DFT (ωB97M-V/def2-TZVPD) results for 2 unconnected molecules or ions with the total composition C3H7N2O.

For the maximum force, the calculation gives 0.0538 Eh/bohr. The total energy comes out at -303.1605 hartree. The gap between HOMO and LUMO (alpha / beta) comes out at 5.2 / 9.1 eV. The value obtained for the LUMO energy (alpha / beta) is 0.96 / 0.94 eV. The molar mass is 87.1 g mol⁻¹. The expectation value of S² is 0.76. The energy relative to the best compared isomer or geometry (same formula, charge and spin) comes out at 27.8 kJ/mol.

Geometry as ORCA input:
```
! wB97M-V def2-TZVPD RIJCOSX def2/J DEFGRID3
* xyz 0 2
O 0.963 6.973 -1.261
N -0.263 -1.025 -0.253
N -1.094 -2.641 0.967
C -1.467 -1.458 0.307
C 0.729 -1.930 -0.070
C 0.228 -2.975 0.675
H 1.734 -1.752 -0.392
H -2.459 -1.073 0.300
H -1.668 -3.247 1.524
H 1.798 6.655 -1.590
H -0.113 -0.188 -0.777
H 0.732 6.364 -0.545
H 0.879 -3.703 1.115
*
```

These are the Löwdin partial charges, in e, on atoms 1 to 5: -0.06 -0.02 -0.03 -0.18 -0.15

Entry 6:
DFT (ωB97M-V/def2-TZVPD) results for 2 unconnected molecules or ions with the total composition C3H7N2O.

For the maximum force, the calculation gives 0.0190 Eh/bohr. The total energy comes out at -302.9428 hartree. The gap between HOMO and LUMO comes out at 9.9 eV. The value obtained for the LUMO energy is -4.56 eV. The molar mass is 87.1 g mol⁻¹. The energy relative to the best compared isomer or geometry (same formula, charge and spin) comes out at 255.2 kJ/mol.

Geometry as ORCA input:
```
! wB97M-V def2-TZVPD RIJCOSX def2/J DEFGRID3
* xyz 1 1
O 0.260 -0.894 -0.351
N -0.313 0.875 -1.869
N -0.511 -0.140 1.950
C 0.183 -0.143 3.002
C 0.118 -0.254 -1.363
C 0.276 -0.104 -2.808
H -0.416 -0.553 -3.508
H 1.254 -0.300 2.936
H -1.525 -0.026 2.000
H -0.238 1.868 -1.735
H -0.240 0.003 3.989
H 1.271 0.079 -3.201
H -0.118 -0.411 0.958
*
```

These are the Löwdin partial charges, in e, on atoms 1 to 5: 0.10 0.17 0.17 0.13 -0.43

Entry 7:
DFT (ωB97M-V/def2-TZVPD) results for a gas-phase ion, C3H7N2O (charge +1).

For the maximum force, the calculation gives 0.1145 Eh/bohr. The total energy comes out at -302.8739 hartree. As for the SMILES: N[N+]1(C=O)CC1. The gap between HOMO and LUMO comes out at 11.3 eV. The value obtained for the LUMO energy is -4.49 eV. The molar mass is 87.1 g mol⁻¹. The energy relative to the best compared isomer or geometry (same formula, charge and spin) comes out at 436.1 kJ/mol.

Geometry as ORCA input:
```
! wB97M-V def2-TZVPD RIJCOSX def2/J DEFGRID3
* xyz 1 1
O -1.254 -1.892 0.913
N 0.103 -0.108 0.121
N 1.450 0.461 0.606
C -0.397 -1.088 1.135
C -0.870 0.907 -0.374
C -0.269 -0.090 -1.292
H 2.240 -0.169 0.890
H 1.734 1.193 -0.045
H 0.518 0.361 -1.837
H -1.902 0.555 -0.149
H 0.199 -0.978 1.991
H -0.821 1.918 -0.297
H -0.731 -1.071 -1.661
*
```

These are the Löwdin partial charges, in e, on atoms 1 to 5: 0.19 -0.17 0.14 -0.13 0.03

Entry 8:
DFT (ωB97M-V/def2-TZVPD) results for 2 unconnected molecules or ions with the total composition C3H7N2O.

For the maximum force, the calculation gives 0.0714 Eh/bohr. The total energy comes out at -302.9995 hartree. The gap between HOMO and LUMO comes out at 10.6 eV. The value obtained for the LUMO energy is -3.74 eV. The molar mass is 87.1 g mol⁻¹. The energy relative to the best compared isomer or geometry (same formula, charge and spin) comes out at 106.3 kJ/mol.

Geometry as ORCA input:
```
! wB97M-V def2-TZVPD RIJCOSX def2/J DEFGRID3
* xyz 1 1
O -0.043 -2.502 1.997
N -0.161 2.006 -0.654
N 0.317 0.012 -0.016
C -0.101 1.215 -1.839
C 0.043 -0.135 -1.379
C -0.140 1.180 0.439
H 0.357 -0.781 0.620
H 0.476 -2.624 2.891
H -0.063 1.508 1.475
H -0.389 -3.402 1.813
H 0.059 1.693 -2.813
H -0.379 3.031 -0.628
H 0.024 -1.201 -1.907
*
```

These are the Löwdin partial charges, in e, on atoms 1 to 5: -0.11 0.09 0.08 0.00 0.00

Entry 9:
DFT (ωB97M-V/def2-TZVPD) results for a molecular structure, C3H7N2O.

For the maximum force, the calculation gives 0.0994 Eh/bohr. The total energy comes out at -302.9159 hartree. The gap between HOMO and LUMO comes out at 11.8 eV. The value obtained for the LUMO energy is -3.40 eV. The molar mass is 87.1 g mol⁻¹. The energy relative to the best compared isomer or geometry (same formula, charge and spin) comes out at 325.9 kJ/mol.

Geometry as ORCA input:
```
! wB97M-V def2-TZVPD RIJCOSX def2/J DEFGRID3
* xyz 1 1
O -2.095 -0.100 0.191
N 0.097 1.938 0.070
N -0.750 -0.241 0.135
C 0.226 0.623 0.120
C 0.062 -1.404 0.023
C 1.257 -0.501 0.200
H -2.588 -0.231 -0.593
H 1.641 -0.439 1.221
H -0.148 -2.118 0.703
H 2.063 -0.489 -0.505
H 0.004 -1.842 -1.101
H 0.949 2.587 -0.119
H -0.719 2.218 -0.346
*
```

These are the Löwdin partial charges, in e, on atoms 1 to 5: 0.14 0.24 -0.10 -0.22 -0.06

Entry 10:
DFT (ωB97M-V/def2-TZVPD) results for a molecular structure, C3H7N2O2.

For the maximum force, the calculation gives 0.1385 Eh/bohr. The total energy comes out at -378.3307 hartree. The gap between HOMO and LUMO comes out at 5.6 eV. The value obtained for the LUMO energy is 2.98 eV. The molar mass is 103.1 g mol⁻¹. The energy relative to the best compared isomer or geometry (same formula, charge and spin) comes out at 649.6 kJ/mol.

Geometry as ORCA input:
```
! wB97M-V def2-TZVPD RIJCOSX def2/J DEFGRID3
* xyz -1 1
O 2.706 0.498 0.786
O -2.377 -0.800 -0.063
N -1.601 1.532 -0.755
N 0.650 -0.838 0.331
C -1.524 0.330 -0.135
C -0.340 0.114 0.813
C 2.052 -0.229 -0.143
H 1.773 0.381 -1.070
H -0.794 -0.267 1.714
H -1.420 -0.552 -0.831
H -2.293 1.629 -1.494
H 0.377 -1.819 0.316
H 0.188 1.085 1.062
H 2.602 -1.065 -0.530
*
```

These are the Löwdin partial charges, in e, on atoms 1 to 5: -0.35 -0.03 0.14 -0.07 -0.55